Record 1
Formula: C15H26N6OSSn
Source: the OMol25 dataset
Level of theory: ωB97M-V with the def2-TZVPD basis set

Atoms and positions in Å:
C -5.065 1.548 -1.386
C -3.565 1.477 -1.843
C -2.680 1.036 -0.638
C -2.812 -0.457 -0.291
N -2.029 -1.392 -1.150
C -0.596 -1.112 -1.272
C -0.120 -0.793 -2.529
C 1.281 -0.565 -2.781
N 1.890 -0.279 -3.913
S 3.499 -0.191 -3.577
N 3.426 -0.508 -1.984
C 2.173 -0.704 -1.602
C 1.659 -1.038 -0.284
C 2.670 -1.192 0.862
C 3.518 0.129 1.118
N 3.591 0.299 2.603
N 2.914 1.322 0.548
N 4.891 0.035 0.638
C 0.292 -1.238 -0.117
C -0.392 -1.649 1.135
C -0.828 -0.587 2.204
C 0.128 0.615 2.375
O 0.020 1.582 1.332
H -5.669 0.856 -1.990
H -5.211 1.300 -0.324
H -5.465 2.555 -1.557
H -3.410 0.829 -2.717
H -3.268 2.515 -2.060
H -1.649 1.379 -0.805
H -3.043 1.600 0.241
H -3.881 -0.722 -0.450
H -2.592 -0.695 0.774
H -2.420 -1.345 -2.090
H -0.821 -0.727 -3.371
H 2.112 -1.449 1.772
H 3.390 -1.983 0.592
H 3.554 1.287 2.834
H 4.536 0.021 2.859
H 3.591 1.932 0.112
H 2.319 1.820 1.192
H 5.240 -0.914 0.645
H 5.021 0.466 -0.265
H 0.215 -2.431 1.626
H -1.318 -2.163 0.698
H -1.843 -0.185 2.077
H -0.834 -1.114 3.178
H -0.197 1.128 3.300
H 1.161 0.289 2.562
H -0.622 2.223 1.656
Sn -2.842 -2.970 0.249

## Properties
Total charge: +2
Energy relative to the best compared isomer or geometry (same formula, charge and spin) (kJ/mol): 0.00

***

Record 2
Formula: C15H26O
Source: the OMol25 dataset
Level of theory: ωB97M-V with the def2-TZVPD basis set

Atoms and positions in Å:
O -0.123 -0.371 2.325
C 2.731 0.735 0.347
C 1.412 0.437 -0.060
C 0.144 -1.680 4.307
C -2.063 0.988 1.619
C 1.592 0.600 -3.043
C -0.470 -0.693 -3.259
C -0.748 -1.439 3.012
C -0.191 2.216 -0.609
C 0.100 -1.535 -0.439
C -1.238 -1.002 0.132
C -0.475 1.446 -1.914
C 0.237 1.246 0.559
C 0.976 -0.555 -1.064
C -0.828 0.172 1.165
C 0.350 0.122 -2.248
H 2.871 1.576 1.050
H 3.593 0.265 -0.038
H -0.025 -2.686 4.712
H 1.196 -1.629 4.052
H -0.065 -0.890 5.060
H -2.600 1.435 0.835
H -2.789 0.412 2.129
H -1.659 1.776 2.224
H 1.329 1.143 -3.956
H 2.264 1.302 -2.436
H 2.112 -0.300 -3.318
H 0.040 -1.535 -3.768
H -1.174 -1.115 -2.622
H -1.040 -0.069 -4.017
H -1.882 -1.272 3.113
H -0.573 -2.258 2.395
H -1.095 2.713 -0.171
H 0.675 2.906 -0.741
H -0.032 -2.389 -1.099
H 0.616 -1.953 0.360
H -1.854 -0.707 -0.650
H -1.949 -1.704 0.704
H -1.553 1.374 -1.918
H -0.354 2.087 -2.796
H 0.594 1.835 1.437
H 1.950 -1.006 -1.371

## Properties
Total charge: 0
Energy relative to the best compared isomer or geometry (same formula, charge and spin) (kJ/mol): 277.55
SMILES: C=C1[C@H]2CC[C@@](C)(OCC)[C@@H]1CCC2(C)C

***

no.,LUMO energy (eV)
1,-9.5
2,0.8